a:
Molecular formula: H14O7
Method: DFT, ωB97M-V with the def2-TZVPD basis set

Geometry (Å):
H (-3.49426, 1.50118, -0.46973)
H (-3.11138, 0.16060, 0.00248)
H (-2.16649, -1.56548, -0.47809)
H (-2.95526, -2.11198, 0.79281)
H (-1.24787, 2.00665, -0.31185)
H (-0.43824, 2.87895, -1.44746)
H (3.81777, 0.67791, -0.94079)
H (2.63715, 0.74944, 0.15739)
H (2.66515, -2.48473, -1.03375)
H (2.64791, -1.07823, -0.30940)
H (-0.17331, -0.53999, 0.40217)
H (0.42206, -1.89314, 0.39543)
H (0.95666, 0.07609, 1.08675)
H (0.51854, 1.63405, 0.95416)
O (-2.76483, 1.08321, -0.21458)
O (-3.08658, -1.68888, -0.03222)
O (-0.41237, 2.51061, -0.51644)
O (3.49922, 0.31489, -0.07194)
O (2.05053, -1.77562, -0.71200)
O (-0.47660, -1.48098, 0.43854)
O (1.18082, 1.03535, 1.25863)

Results
Charge   0
LUMO level   0.5 eV
Molar mass   126.1 g mol⁻¹
Frontier orbital gap   0.43781 Eh

b:
Molecular formula: H14O7
Method: DFT, ωB97M-V with the def2-TZVPD basis set

Geometry (Å):
O (-3.43126, 0.24988, -2.75579)
H (-2.79506, -0.45041, -2.61067)
H (-2.90970, 0.98496, -3.07809)
O (-2.33452, -1.94813, 1.96621)
H (-1.95695, -1.07205, 1.88771)
H (-2.70548, -2.12788, 1.10232)
O (5.25280, 1.79210, 1.35083)
H (5.30929, 0.84069, 1.43950)
H (4.51429, 1.93452, 0.75876)
O (-1.90006, -2.82646, -3.78868)
H (-1.97327, -3.33898, -2.98357)
H (-1.34741, -3.35769, -4.36192)
O (0.34368, -0.04393, 0.11132)
H (1.22900, -0.17388, 0.45123)
H (0.08198, -0.90586, -0.21243)
O (-0.69713, 3.55877, -1.29969)
H (-1.44753, 3.68631, -1.88010)
H (-0.97504, 2.86990, -0.69598)
O (2.94249, -0.03593, 4.89126)
H (2.27968, 0.00729, 5.58051)
H (2.52020, 0.35677, 4.12727)

Results
Charge   0
LUMO level   -0.3 eV
Molar mass   126.1 g mol⁻¹
Frontier orbital gap   0.41753 Eh

c:
Molecular formula: H14O7
Method: DFT, ωB97M-V with the def2-TZVPD basis set

Geometry (Å):
H (1.02083, -1.05458, -1.21438)
H (-0.24413, -0.77115, -0.37667)
H (0.33427, 1.39165, 1.83637)
H (0.44621, 0.63151, 0.54780)
H (-5.31347, 0.20797, -0.78285)
H (-3.93794, -0.35863, -0.36943)
H (3.36280, -1.53941, -0.02631)
H (4.74887, -1.14683, 0.48396)
H (-0.62330, -1.62054, 3.65182)
H (0.09254, -2.40797, 2.42033)
H (1.83536, 1.52967, -2.14706)
H (1.07055, 0.68680, -1.22398)
H (-0.66504, 1.65139, -1.48226)
H (-1.38130, 2.81008, -0.86293)
O (0.66269, -0.83534, -0.33215)
O (-0.22354, 0.86714, 1.18680)
O (-4.77917, -0.53727, -0.84555)
O (4.00972, -0.82342, -0.03630)
O (-0.47624, -2.46088, 3.23985)
O (0.94370, 1.27165, -2.06065)
O (-0.88340, 2.50815, -1.60640)

Results
Charge   0
LUMO level   -0.1 eV
Molar mass   126.1 g mol⁻¹
Frontier orbital gap   0.37888 Eh

d:
Molecular formula: H14O7
Method: DFT, ωB97M-V with the def2-TZVPD basis set

Geometry (Å):
H (-1.51772, 0.65762, 2.35086)
H (0.08870, 0.63270, 1.83579)
H (-0.65958, 1.70960, -0.05197)
H (0.79607, 1.19499, -0.26254)
H (-0.87912, 0.91674, -1.82939)
H (-1.76572, 0.65022, -3.11593)
H (-2.23730, -1.10036, -0.77610)
H (-1.20469, -0.78241, 0.41174)
H (-0.35314, -2.12884, -0.70244)
H (0.09914, -1.30448, -1.88349)
H (1.10998, -0.86680, -0.14490)
H (2.70863, -0.52566, -0.14190)
H (1.68929, -0.02175, 1.60923)
H (2.27866, 1.14430, 2.61903)
O (-0.82369, 0.74708, 1.52067)
O (0.07236, 1.87758, -0.70621)
O (-1.47369, 0.26601, -2.24525)
O (-1.73232, -1.50129, -0.01162)
O (0.48136, -1.84259, -1.17147)
O (1.78657, -0.20533, 0.16088)
O (1.53620, 0.48269, 2.53502)

Results
Charge   0
LUMO level   0.4 eV
Molar mass   126.1 g mol⁻¹
Frontier orbital gap   0.42024 Eh

The most stable of them is d.

a:
Molecular formula: H14O7
Method: DFT, ωB97M-V with the def2-TZVPD basis set

Geometry (Å):
O (-7.60300, -32.82100, -14.45700)
H (-7.25300, -32.12800, -13.87600)
H (-7.18900, -32.71700, -15.32700)
O (-6.04100, -34.03300, -12.58900)
H (-6.55800, -33.82700, -13.39900)
H (-5.23600, -34.43500, -12.84600)
O (-3.23200, -34.83600, -12.91700)
H (-3.13500, -33.92400, -13.19600)
H (-3.29600, -34.82600, -11.95600)
O (-10.14300, -32.81900, -13.84100)
H (-10.16900, -33.24300, -13.00300)
H (-9.19200, -32.79000, -14.07600)
O (-3.71300, -31.95000, -12.64100)
H (-4.61500, -32.06700, -12.51600)
H (-3.27800, -31.87600, -11.80000)
O (-5.72100, -32.06900, -10.44700)
H (-5.66800, -32.32400, -9.51200)
H (-5.78500, -32.88500, -10.88600)
O (-6.43700, -34.66800, -9.92800)
H (-6.25400, -34.90100, -10.83700)
H (-5.74400, -35.08500, -9.42500)

Results
Charge   0
LUMO level   0.0 eV
Molar mass   126.1 g mol⁻¹
Frontier orbital gap   0.39706 Eh

b:
Molecular formula: H14O7
Method: DFT, ωB97M-V with the def2-TZVPD basis set

Geometry (Å):
H (-0.46359, 3.34113, -1.64019)
H (-0.68156, 4.49596, -0.72038)
H (-2.31635, -1.92209, 0.45620)
H (-1.32128, -0.79482, -0.06557)
H (-0.53253, -3.23932, 2.90237)
H (-0.48493, -2.47068, 1.48433)
H (1.60273, 1.91963, -2.40836)
H (0.80028, 0.59003, -2.02398)
H (-0.46852, 1.54595, -0.72479)
H (-0.29685, 1.00866, 0.57982)
H (1.06461, -1.82737, 1.78219)
H (1.44135, -0.40137, 2.38187)
H (0.95052, -0.47069, -0.33333)
H (0.22747, -1.27557, -1.23146)
O (-0.21483, 3.62690, -0.72868)
O (-1.38499, -1.72677, 0.18898)
O (-0.04506, -3.20952, 2.06832)
O (0.72666, 1.59501, -2.12855)
O (-0.94145, 0.90716, -0.14398)
O (1.26849, -0.89032, 1.53352)
O (1.06982, -0.80192, -1.22834)

Results
Charge   0
LUMO level   0.5 eV
Molar mass   126.1 g mol⁻¹
Frontier orbital gap   0.42394 Eh

The most stable of them is b.

a:
Molecular formula: H14O7
Method: DFT, ωB97M-V with the def2-TZVPD basis set

Geometry (Å):
H (2.45364, 1.81081, 2.69488)
H (2.01882, 2.29418, 1.23642)
H (-0.02338, 1.78338, -0.26963)
H (0.57074, 2.72367, -1.23954)
H (2.51275, 0.60903, 0.35484)
H (3.30445, 1.15259, -0.72840)
H (-0.99910, -3.51591, -0.85664)
H (-0.83649, -2.01439, -0.79570)
H (-3.48526, -0.95991, -0.22187)
H (-2.84379, -2.18079, 0.27533)
H (-1.34465, 0.06538, -0.66370)
H (-2.31353, -0.07620, 0.42258)
H (0.43640, -0.41555, 0.57164)
H (1.26063, -0.68833, -0.54519)
O (2.03866, 1.57499, 1.85649)
O (0.87060, 2.13772, -0.55128)
O (3.03693, 0.30595, -0.37300)
O (-1.43490, -2.69926, -1.17760)
O (-3.64721, -1.65928, 0.48600)
O (-1.92867, 0.58631, -0.18805)
O (0.35336, -0.83439, -0.28758)

Results
Charge   0
LUMO level   0.2 eV
Molar mass   126.1 g mol⁻¹
Frontier orbital gap   0.42117 Eh

b:
Molecular formula: H14O7
Method: DFT, ωB97M-V with the def2-TZVPD basis set

Geometry (Å):
H (1.21033, -0.41909, -0.95492)
H (-0.00257, -1.23475, -0.58136)
H (-2.44488, -0.87536, -2.02327)
H (-1.35193, -2.04429, -2.07434)
H (1.75689, -0.25849, 0.89755)
H (3.01793, -0.40491, 0.06312)
H (-3.46434, -2.67170, 0.16271)
H (-4.09647, -1.85484, 1.27614)
H (3.31004, 2.05823, -1.22599)
H (1.83490, 2.40358, -0.80091)
H (-1.14621, 2.94152, -0.93415)
H (-0.18130, 2.24198, 0.00447)
H (0.39590, -0.25917, 3.64128)
H (1.69281, -0.43873, 2.86726)
O (0.49510, -0.43292, -0.31436)
O (-2.06000, -1.60613, -1.51046)
O (2.47584, 0.20993, 0.54983)
O (-4.14829, -2.03187, 0.35097)
O (2.48394, 2.57357, -1.39831)
O (-0.63340, 2.05824, -0.84646)
O (0.85570, 0.04519, 2.85120)

Results
Charge   0
LUMO level   0.3 eV
Molar mass   126.1 g mol⁻¹
Frontier orbital gap   0.39839 Eh

The most stable of them is a.